{
  "formula": "C4H10S",
  "method": "the ωB97M-V functional and the def2-TZVPD basis",
  "elements": ["C", "C", "C", "C", "S", "H", "H", "H", "H", "H", "H", "H", "H", "H", "H"],
  "positions_angstrom": [[0.33387, 1.41887, 1.63767], [-0.40588, 0.50232, 0.66859], [0.55265, -0.41190, -0.07230], [0.00696, -1.36058, -1.14868], [-1.22206, -0.38636, -2.15930], [0.91895, 2.17075, 1.10899], [1.03987, 0.84574, 2.24981], [-0.29803, 1.96559, 2.33776], [-1.33161, 0.00789, 0.95893], [-0.75575, 1.27684, -0.03536], [1.26445, 0.22171, -0.60858], [1.08577, -1.02268, 0.66119], [0.79959, -1.69196, -1.81807], [-0.36018, -2.29345, -0.71430], [-1.62861, -1.24279, -3.06635]],
  "forces_ev_per_angstrom": [[0.38, -0.69, 1.09], [-0.37, 1.59, -1.38], [0.33, -0.19, -0.44], [-0.45, -0.02, -0.34], [0.42, 0.31, 1.02], [0.01, -0.11, -0.20], [0.00, 0.08, 0.06], [-0.26, -0.11, -0.14], [0.26, -0.14, 0.74], [-0.31, -0.63, -0.31], [0.25, 0.05, 0.37], [0.21, 0.04, -0.09], [0.15, 0.29, 0.03], [-0.67, 0.32, -0.01], [0.05, -0.80, -0.40]],
  "mulliken_charge": [-1.291, -0.370, -0.595, -0.633, -0.266, 0.327, 0.310, 0.350, 0.441, 0.265, 0.283, 0.337, 0.384, 0.348, 0.110],
  "charge": 0,
  "smiles": "CCCCS",
  "e_above_lowest_kcal_mol": 8.1
}